Entry 1:
One molecule with the formula C5H5NO2 in a non-equilibrium geometry, computed with the ωB97M-V functional and the def2-TZVPD basis.

Kohn-Sham gap, eV: 9.07
SMILES: O=C1C=NC=C1CO

Atoms and positions in Å:
C1 0.203 1.715 -0.079
C2 0.121 0.251 -0.205
C3 0.241 -0.491 -1.256
C4 -0.115 -2.284 -0.003
C5 -0.323 -0.898 0.787
H1 -0.291 1.487 1.789
H2 0.861 2.121 -0.832
H3 -0.883 2.160 -0.387
H4 0.385 -0.142 -2.250
H5 -0.105 -3.289 0.338
N1 0.221 -1.947 -1.160
O1 0.323 2.053 1.361
O2 -0.637 -0.737 1.896

Just the Mulliken charges please, in e? Sure, here they are: -0.452, 0.398, -0.625, -0.354, 0.815, 0.308, 0.374, 0.191, 0.428, 0.407, -0.491, -0.517, -0.483


Entry 2:
An isolated ion of composition C18H20NOS and charge +1, computed with the ωB97M-V functional and the def2-TZVPD basis.

Kohn-Sham gap, eV: 8.19
Charge: +1
SMILES: C[NH2+]CC[C@@H](Oc1cccc2ccccc12)c1cccs1

Atoms and positions in Å:
C1 -4.684 -1.389 1.362
N1 -3.791 -0.932 0.288
H1 -2.750 -0.982 0.577
C2 -3.961 0.494 -0.098
C3 -2.683 0.997 -0.764
H2 -2.452 0.405 -1.651
H3 -2.828 2.028 -1.083
C4 -1.492 0.953 0.211
C5 -0.275 1.587 -0.372
C6 0.322 1.347 -1.576
C7 1.491 2.113 -1.765
C8 1.764 2.922 -0.709
S1 0.607 2.768 0.541
H4 2.579 3.607 -0.589
H5 2.098 2.063 -2.650
H6 -0.043 0.649 -2.307
H7 -1.761 1.488 1.130
O1 -1.273 -0.417 0.656
C9 -0.272 -1.148 -0.006
C10 -0.592 -1.933 -1.082
C11 0.408 -2.656 -1.748
C12 1.709 -2.567 -1.341
C13 2.066 -1.777 -0.229
C14 3.401 -1.673 0.213
C15 3.720 -0.910 1.302
C16 2.717 -0.231 2.010
C17 1.413 -0.308 1.608
C18 1.058 -1.064 0.473
H8 0.639 0.202 2.162
H9 2.981 0.351 2.879
H10 4.744 -0.833 1.632
H11 4.167 -2.211 -0.325
H12 2.483 -3.106 -1.865
H13 0.136 -3.270 -2.593
H14 -1.611 -1.998 -1.439
H15 -4.148 1.067 0.813
H16 -4.823 0.605 -0.758
H17 -3.913 -1.527 -0.535
H18 -4.493 -0.815 2.266
H19 -4.502 -2.441 1.573
H20 -5.726 -1.261 1.074

Just the Mulliken charges please, in e? Sure, here they are: -0.960, 0.097, 0.400, -0.850, -0.767, 0.253, 0.420, 0.190, -0.184, -0.264, -0.730, -0.454, -0.098, 0.509, 0.450, 0.497, 0.654, -0.889, 0.523, -0.168, -0.989, -0.847, 0.751, -0.854, -0.599, -0.730, -0.376, 0.724, 0.507, 0.430, 0.424, 0.427, 0.432, 0.418, 0.278, 0.448, 0.403, 0.418, 0.353, 0.368, 0.384


Entry 3:
C50H49N11S3W as an isolated structure in a non-equilibrium geometry, computed with the ωB97M-V functional and the def2-TZVPD basis.

Kohn-Sham gap (spin up / spin down), eV: 6.91 / 7.67
Charge: +4
Multiplicity: 3
⟨S²⟩: 2.011

Atoms and positions in Å:
W1 -0.033 0.065 0.251
C1 0.789 -0.200 4.513
C2 -0.407 -0.597 5.091
C3 -1.492 -0.851 4.272
C4 -1.379 -0.686 2.903
N1 -0.226 -0.252 2.353
C5 0.838 -0.039 3.151
C6 -2.460 -0.985 1.947
C7 -3.691 -1.504 2.312
C8 -4.606 -1.839 1.329
C9 -4.248 -1.672 -0.002
C10 -3.006 -1.147 -0.282
N2 -2.137 -0.782 0.663
H1 1.675 -0.017 5.106
H2 -0.494 -0.717 6.164
H3 -2.425 -1.176 4.709
H4 1.757 0.246 2.656
H5 -3.942 -1.659 3.352
H6 -5.576 -2.239 1.596
H7 -4.918 -1.943 -0.807
H8 -2.682 -1.041 -1.310
N3 1.959 0.175 0.019
S1 3.358 0.150 -0.465
N4 3.916 -1.093 -1.308
S2 3.097 -2.214 -2.007
N5 2.327 -3.240 -1.143
S3 0.981 -3.038 -0.284
N6 0.128 -1.825 -0.443
C11 1.505 -3.223 1.401
C12 0.549 -3.648 2.316
C13 0.895 -3.712 3.657
C14 2.174 -3.341 4.065
C15 3.114 -2.912 3.133
C16 2.783 -2.858 1.787
C17 0.122 -4.526 -0.683
C18 0.828 -5.726 -0.677
C19 0.141 -6.896 -0.950
C20 -1.224 -6.855 -1.223
C21 -1.911 -5.645 -1.218
C22 -1.238 -4.467 -0.939
C23 2.029 -1.537 -3.246
C24 0.867 -2.224 -3.582
C25 0.121 -1.777 -4.660
C26 0.549 -0.675 -5.396
C27 1.723 -0.013 -5.058
C28 2.480 -0.447 -3.983
C29 4.321 -3.172 -2.825
C30 5.559 -2.604 -3.096
C31 6.477 -3.356 -3.808
C32 6.146 -4.635 -4.244
C33 4.892 -5.175 -3.970
C34 3.961 -4.443 -3.257
C35 4.516 0.202 0.874
C36 5.591 -0.670 0.948
C37 6.462 -0.565 2.026
C38 6.259 0.404 3.000
C39 5.180 1.282 2.902
C40 4.305 1.184 1.835
C41 3.751 1.556 -1.470
C42 5.083 1.795 -1.791
C43 5.386 2.866 -2.617
C44 4.365 3.674 -3.109
C45 3.040 3.420 -2.773
C46 2.723 2.354 -1.944
H9 -0.435 -3.963 1.985
H10 0.179 -4.084 4.379
H11 2.448 -3.418 5.110
H12 4.117 -2.654 3.449
H13 3.527 -2.585 1.053
H14 1.890 -5.747 -0.461
H15 0.666 -7.842 -0.950
H16 -1.753 -7.774 -1.437
H17 -2.972 -5.623 -1.431
H18 -1.749 -3.510 -0.924
H19 0.557 -3.106 -3.034
H20 -0.777 -2.310 -4.947
H21 -0.021 -0.349 -6.257
H22 2.065 0.825 -5.653
H23 3.419 0.037 -3.740
H24 5.805 -1.606 -2.760
H25 7.453 -2.942 -4.025
H26 6.869 -5.217 -4.801
H27 4.641 -6.170 -4.313
H28 2.984 -4.857 -3.035
H29 5.755 -1.420 0.185
H30 7.306 -1.238 2.093
H31 6.950 0.488 3.829
H32 5.036 2.052 3.650
H33 3.487 1.891 1.746
H34 5.874 1.167 -1.399
H35 6.417 3.072 -2.873
H36 4.607 4.509 -3.755
H37 2.254 4.053 -3.165
H38 1.695 2.137 -1.682
C47 -0.581 5.663 1.007
N7 0.089 4.393 1.333
C48 1.191 4.397 2.300
C49 -0.264 3.238 0.780
N8 0.350 2.100 0.947
N9 -1.394 3.274 -0.047
C50 -1.703 2.375 -1.029
N10 -2.633 2.758 -1.896
N11 -1.143 1.176 -1.085
H39 -0.011 6.479 1.438
H40 -1.585 5.706 1.433
H41 -0.611 5.830 -0.070
H42 1.239 5.372 2.775
H43 2.150 4.226 1.804
H44 1.026 3.644 3.070
H45 1.285 2.212 1.314
H46 -1.952 4.115 -0.013
H47 -2.993 3.700 -1.921
H48 -2.977 2.132 -2.607
H49 -1.535 0.642 -1.858

Mulliken population analysis, charges in e, atoms 1 to 99: 0.968, -0.699, -1.205, -0.659, 0.754, 0.694, -0.276, 0.878, -0.875, -0.805, -0.694, -0.224, 0.145, 0.626, 0.521, 0.541, 0.341, 0.516, 0.509, 0.529, 0.237, -0.144, 0.898, -0.245, 1.685, -0.347, 1.254, 0.113, 0.588, -0.775, -0.805, -0.992, -0.506, -0.208, 0.113, -0.924, -0.929, -0.643, -0.800, -0.109, 1.298, -0.192, -0.846, -0.850, -1.050, -0.446, 0.216, -0.251, -0.920, -0.651, -0.851, -0.480, 0.587, -0.042, -0.761, -0.796, -0.693, -0.874, 0.381, -0.885, -0.886, -0.700, -0.868, -0.022, 0.613, 0.540, 0.498, 0.548, 0.457, 0.507, 0.503, 0.473, 0.503, 0.318, 0.338, 0.580, 0.506, 0.542, 0.583, 0.410, 0.489, 0.440, 0.475, 0.439, 0.500, 0.520, 0.473, 0.542, 0.365, 0.517, 0.500, 0.483, 0.530, 0.337, -1.081, 0.111, -0.882, 0.597, 0.099


Entry 4:
C4H6O2 as an isolated structure, computed with the ωB97M-V functional and the def2-TZVPD basis.

Kohn-Sham gap, eV: 8.93

Atoms and positions in Å:
O1 -1.422 0.394 1.883
C1 -0.205 0.324 1.495
C2 -0.158 -0.304 0.234
C3 -0.447 0.517 -1.050
O2 0.811 0.129 -1.611
C4 1.075 -0.766 -0.517
H1 0.588 0.699 2.147
H2 -1.512 -0.366 0.882
H3 -1.281 0.144 -1.657
H4 -0.544 1.604 -0.927
H5 2.041 -0.561 -0.034
H6 1.055 -1.813 -0.846

Just the Mulliken charges please, in e? Sure, here they are: -0.452, -0.114, -0.150, -0.250, -0.387, -0.425, 0.388, 0.462, 0.228, 0.240, 0.255, 0.207


Record-wise DFT total energy values, in eV: -10848.060, -33357.259, -103331.118, -8335.424